No. 1
ORCA calculation (ωB97M-V/def2-TZVPD) on a 21-piece molecular cluster, C12H51N9O21 overall in a non-equilibrium geometry.

Geometry as XYZ:
```
93
Properties=species:S:1:pos:R:3:forces:R:3:lowdin_charge:R:1
O -3.776261 -2.310481 3.341130 -1.5 -0.4 -0.6 0.05
N -4.176553 -1.137205 0.787460 1.2 -0.1 0.5 0.14
N -0.591958 -0.703635 1.058183 -1.5 -0.7 1.1 0.15
N -2.116191 0.830404 -2.550837 -0.6 -2.4 2.5 0.15
C -2.839625 -1.741712 2.807709 -0.5 -1.3 5.3 -0.36
C -3.066748 -1.183853 1.507510 2.1 1.0 -2.5 -0.11
C 0.239166 -0.214761 0.157960 0.2 0.1 0.6 -0.23
C -1.708260 0.211229 -1.368390 1.6 1.2 -1.7 -0.15
C -2.479775 -0.470039 -0.480863 -0.8 -0.2 1.7 -0.13
C -0.273858 0.385887 -1.049797 -2.6 -0.9 0.2 -0.01
C 0.517906 2.485976 -4.527013 -0.2 0.1 0.9 -0.10
C 1.610901 2.424264 -3.625926 0.3 0.2 2.1 -0.07
C -0.702220 1.965762 -4.181016 -1.2 0.8 -1.1 -0.03
C 1.375328 1.818302 -2.356999 0.3 0.1 -2.8 -0.01
C -0.977779 1.307711 -2.976927 3.0 1.5 -1.4 -0.35
C 0.149709 1.142161 -2.131813 1.5 0.7 0.4 -0.15
N -3.809927 -0.765879 -0.477517 1.7 0.6 1.0 0.14
N -1.944683 -0.763949 0.755131 -0.8 0.2 -2.1 0.07
N -1.412033 -2.168486 4.894074 -1.3 -0.5 -1.3 0.10
N 2.104919 -0.683135 1.782139 -0.9 1.6 -1.1 0.08
N -1.702140 -1.661639 3.576048 0.3 1.4 -2.3 0.03
N 1.582112 -0.262927 0.481851 -2.3 0.0 -0.1 -0.01
H 0.579820 3.084132 -5.414889 0.2 0.0 -0.4 0.09
H 2.579962 2.970835 -3.843541 -1.3 -0.9 0.3 0.11
H -1.580263 2.160628 -4.797082 0.3 0.0 -0.3 0.12
H 2.129128 1.754199 -1.601303 0.5 0.2 0.2 0.08
H -4.402316 -0.326511 -1.210138 -0.3 -0.2 0.7 0.14
H -1.368002 -1.395815 5.553656 -0.3 0.1 0.0 0.08
H -2.181453 -2.810422 5.158830 0.4 0.6 -0.1 0.11
H 2.700086 -1.461593 1.664240 0.4 -1.4 -0.3 0.02
H 1.355353 -0.856073 2.471053 0.4 0.3 -1.2 0.06
H -1.013216 -1.069223 3.146727 0.9 -0.1 0.3 0.07
H 2.135580 -0.083235 -0.353135 0.9 -0.3 1.0 0.09
O -5.055978 1.129874 -2.346500 0.1 1.9 0.2 -0.12
H -5.486290 1.876831 -1.816741 1.1 -1.4 -1.3 0.09
H -4.337781 1.533371 -2.933990 -1.2 -0.8 1.4 0.06
O 2.722120 -3.561296 2.893747 0.3 -1.8 0.2 -0.12
H 3.345437 -4.348726 2.770492 -1.6 1.7 0.5 0.08
H 1.892437 -3.887949 3.371954 1.1 0.3 -0.7 0.03
O 0.184075 -4.340415 3.986150 -1.4 -0.5 -1.3 -0.11
H -0.210604 -5.024061 3.353207 0.7 1.6 1.4 0.09
H -0.495573 -3.602275 4.116487 1.3 -1.3 0.0 0.02
O 3.319708 -1.137848 4.564032 1.3 0.7 -1.2 -0.12
H 3.541835 -1.703616 3.755129 -0.3 1.0 1.6 0.04
H 3.942798 -0.340690 4.571794 -1.2 -1.9 -0.3 0.08
O -0.365691 -1.435999 -4.435428 -0.7 1.2 -1.1 -0.10
H -0.867342 -0.647992 -4.046646 0.7 -1.4 -1.1 0.05
H -0.484029 -1.420286 -5.440173 -0.1 0.2 2.3 0.09
O -1.480189 5.023820 -6.379009 -0.6 1.7 -0.9 -0.13
H -2.285384 5.600355 -6.171576 1.9 -1.1 -0.7 0.06
H -0.949886 5.475399 -7.112912 -1.3 -0.7 1.7 0.07
O 2.590963 5.242895 -6.424743 0.6 -0.6 1.5 -0.16
H 2.854613 4.266135 -6.438511 -0.8 1.9 0.2 -0.02
H 2.608607 5.560584 -5.464263 -0.2 -0.9 -2.0 -0.01
O -1.971138 -0.099200 7.790973 -1.8 0.1 0.9 -0.12
H -2.780710 0.423605 7.482705 1.6 -1.2 1.0 0.07
H -2.190034 -0.521552 8.683980 0.2 1.1 -2.0 0.07
O 0.545907 0.300923 4.328260 2.1 -0.3 0.7 -0.12
H 1.104956 -0.519491 4.523567 -0.5 1.8 0.0 0.07
H 1.123727 1.118377 4.475416 -1.1 -2.0 -0.3 0.10
O -6.083249 -3.184853 0.983080 0.4 0.8 -1.5 -0.14
H -5.395671 -2.465482 1.166114 -1.5 -1.3 -0.7 -0.01
H -6.287787 -3.180508 -0.007831 0.7 0.2 2.2 0.06
O 5.176909 2.503903 -2.298228 0.5 1.8 0.7 -0.12
H 4.773042 2.977109 -1.500277 1.1 -0.8 -1.8 0.07
H 5.924292 3.080966 -2.661794 -1.7 -1.1 1.1 0.07
O -2.888644 -5.818215 5.799275 0.5 -0.3 -2.0 -0.14
H -2.466188 -6.470578 5.151421 -1.1 1.6 1.3 0.06
H -3.414386 -5.138890 5.264602 0.5 -1.5 0.8 -0.01
O -1.693415 1.670464 4.027813 1.0 -0.1 -1.2 -0.14
H -1.356747 2.124163 3.188423 -0.4 -1.2 1.9 0.07
H -1.033033 0.947104 4.281596 -0.9 1.6 -0.8 -0.01
O 2.874587 2.668963 -6.958781 1.3 -2.1 0.4 -0.10
H 3.869029 2.496461 -7.030106 -2.2 0.0 0.3 0.10
H 2.447463 1.869399 -6.509309 1.1 1.4 -0.6 0.05
O -4.809092 -4.162658 4.790248 -1.8 1.3 0.1 -0.12
H -5.793131 -4.135512 5.024106 2.3 0.0 -0.6 0.10
H -4.567635 -3.288668 4.341244 -0.7 -1.6 0.6 0.01
O 3.255955 -1.144861 -1.499846 -1.1 -0.1 -2.0 -0.10
H 2.449780 -1.733852 -1.663954 1.7 1.3 -0.1 0.12
H 3.471570 -0.658743 -2.360637 -0.5 -1.1 1.5 0.11
O 2.370078 6.025849 -3.829601 0.7 0.5 2.5 -0.11
H 3.277248 6.325273 -3.496217 -2.1 -0.6 -0.4 0.09
H 1.768573 5.890076 -3.027404 1.5 0.3 -1.7 0.10
O 4.783463 -2.278800 0.586862 -0.9 -1.3 -1.0 -0.13
H 4.259137 -1.898992 -0.190690 1.1 -1.0 1.2 0.01
H 4.754632 -3.288204 0.523352 -0.1 2.3 -0.1 0.07
O 2.158390 2.147864 1.960812 1.2 -0.7 0.9 -0.13
H 2.487413 1.333060 1.459215 -0.6 1.5 1.7 0.02
H 2.553606 2.125586 2.891976 -0.6 -0.3 -2.3 0.05
O 2.049122 0.025574 -5.311112 -0.7 -1.3 -1.1 -0.12
H 1.345729 -0.398006 -4.719859 0.9 0.6 -1.4 0.03
H 1.985698 -0.396684 -6.228409 -0.1 0.5 2.2 0.08
```
Positions in Å, forces in eV/Å.

For the lowest unoccupied orbital energy, the calculation gives -0.6382 eV. The total energy is -69675.8049 eV. As for the HOMO-LUMO gap: 7.4436 eV.

=====

No. 2
ORCA calculation (ωB97M-V/def2-TZVPD) on C12H5Cl5LiN as an isolated structure.

Geometry as XYZ:
```
24
Properties=species:S:1:pos:R:3:forces:R:3:nbo_charge:R:1
Li -0.377472 -0.337817 0.146106 0.3 0.3 0.1 0.78
Cl -3.525665 2.443326 0.259793 0.1 0.1 0.0 -0.04
C -3.760475 0.701178 0.185385 -0.3 -0.2 0.0 -0.06
C -2.649954 -0.122454 0.156344 -0.2 0.1 0.0 -0.38
C -2.957363 -1.466835 0.096920 -0.4 -0.2 0.0 -0.09
Cl -1.596305 -2.567975 0.051505 0.1 -0.4 0.0 -0.02
C -4.246280 -2.006101 0.067432 0.3 0.1 0.0 -0.11
Cl -4.523265 -3.720386 -0.009623 0.0 0.0 0.0 -0.01
C -5.323073 -1.128253 0.100253 -0.1 0.0 0.0 -0.11
Cl -6.947050 -1.738026 0.064452 0.0 0.0 0.0 -0.01
C -5.084774 0.240684 0.159945 0.3 0.2 0.0 -0.11
Cl -6.438792 1.336780 0.200665 0.0 0.0 0.0 -0.02
N 1.398279 -0.324801 0.204072 -0.5 0.1 -0.1 -1.19
C 2.583486 0.152174 0.050791 0.0 -0.2 0.1 0.16
C 2.884902 1.479067 -0.494559 -0.1 0.2 -0.1 -0.35
C 4.155399 1.968433 -0.650807 0.0 0.2 -0.1 -0.23
C 5.297415 1.233322 -0.296437 0.3 0.1 0.0 -0.47
C 5.073711 -0.046927 0.234737 0.1 -0.1 0.0 -0.21
C 3.815361 -0.565150 0.403661 0.1 -0.1 0.1 -0.36
H 2.027834 2.084769 -0.782247 0.0 0.0 0.0 0.17
H 4.278055 2.970656 -1.067062 0.0 0.0 0.0 0.16
H 6.298187 1.633516 -0.426273 0.0 0.0 0.0 0.16
H 5.932118 -0.657074 0.525792 0.0 0.0 0.0 0.16
H 3.685721 -1.562105 0.819154 0.0 0.0 0.0 0.17
```
Positions in Å, forces in eV/Å.

For the lowest unoccupied orbital energy, the calculation gives 4.0434 eV. The total energy is -76830.8406 eV. As for the HOMO-LUMO gap: 2.5641 eV. The value obtained for the relative energy (zero: lowest compared OMol25 entry of this formula, charge and spin) is 0.0 kcal/mol. The total charge is -2.